No. 1
# C37H44ClN14O5PSSr

A structure of composition C37H44ClN14O5PSSr in a non-equilibrium geometry (ωB97M-V/def2-TZVPD, the OMol25 dataset).

Geometry as XYZ:
```
104
Properties=species:S:1:pos:R:3:forces:R:3
Sr -0.486 0.420 0.503 0.40 -0.12 -1.12
C -1.739 -0.394 -5.490 -0.01 0.00 0.05
N -1.341 0.328 -4.292 -0.04 -0.16 -0.03
C -0.952 1.635 -4.243 -0.04 -0.03 0.04
C -0.725 1.911 -2.924 -0.04 0.09 0.12
N -0.970 0.802 -2.170 0.15 0.16 0.09
C -1.336 -0.145 -3.009 -0.05 0.11 -0.31
P -1.758 -1.861 -2.633 -0.03 0.01 0.13
C -2.882 -1.617 -1.221 -0.17 0.12 0.14
N -2.734 -0.769 -0.220 -0.13 -0.19 -0.03
C -3.823 -0.927 0.588 0.12 0.04 -0.01
C -4.645 -1.885 0.069 0.07 0.02 -0.02
N -4.047 -2.313 -1.086 0.04 -0.13 -0.08
C -4.550 -3.357 -1.964 0.06 0.04 0.04
C -0.236 -2.361 -1.766 0.33 -0.07 -0.21
N 0.674 -1.588 -1.198 -0.26 -0.08 0.29
C 1.613 -2.437 -0.679 0.00 0.04 -0.04
C 1.287 -3.731 -0.964 0.03 0.07 -0.08
N 0.129 -3.672 -1.690 -0.17 -0.06 0.13
C -0.634 -4.813 -2.153 0.01 0.03 0.00
H -1.575 0.244 -6.353 0.02 0.04 0.01
H -2.795 -0.659 -5.445 -0.01 0.02 0.01
H -1.150 -1.302 -5.605 0.02 0.00 0.00
H -0.897 2.245 -5.128 0.01 -0.01 0.01
H -0.418 2.838 -2.468 -0.01 -0.01 -0.02
H -3.938 -0.351 1.493 -0.01 0.00 -0.04
H -5.579 -2.297 0.411 0.00 0.02 -0.02
H -5.556 -3.621 -1.651 -0.03 0.01 0.02
H -3.921 -4.245 -1.912 0.00 0.00 0.02
H -4.580 -3.009 -2.994 -0.01 0.02 -0.01
H 2.463 -2.072 -0.127 -0.05 -0.01 -0.03
H 1.765 -4.666 -0.725 -0.01 0.02 -0.02
H 0.020 -5.679 -2.216 0.03 0.01 0.00
H -1.048 -4.610 -3.140 0.02 0.00 0.01
H -1.445 -5.035 -1.463 -0.08 -0.04 0.10
N 5.342 -2.905 5.535 -0.09 0.01 -0.03
C 4.169 -2.364 5.015 -0.02 0.00 0.03
C 3.086 -2.083 5.851 0.05 -0.03 0.01
C 1.903 -1.590 5.331 -0.03 0.01 0.00
C 1.793 -1.369 3.970 -0.04 0.00 -0.06
C 2.855 -1.653 3.125 0.00 0.03 0.00
C 4.038 -2.147 3.639 0.03 -0.02 0.01
S 0.310 -0.708 3.286 -0.19 -0.31 0.08
O -0.671 -0.595 4.329 0.08 -0.10 0.17
O 0.685 0.556 2.644 0.21 -0.12 0.27
N -0.151 -1.620 2.047 -0.04 -0.05 0.28
C -0.702 -2.847 2.288 -0.33 0.01 0.42
N -1.498 -3.365 1.326 0.15 0.05 -0.10
C -2.131 -4.491 1.627 0.04 0.03 -0.18
C -1.993 -5.165 2.824 -0.02 -0.03 0.00
C -1.108 -4.589 3.718 0.08 0.06 0.09
N -0.475 -3.457 3.472 0.19 0.11 -0.09
H 5.497 -2.724 6.513 0.03 0.00 0.01
H 6.168 -2.759 4.979 0.03 0.01 0.00
H 3.176 -2.261 6.916 0.00 0.01 -0.01
H 1.056 -1.377 5.970 0.02 -0.01 -0.02
H 2.743 -1.486 2.059 0.01 0.00 0.04
H 4.869 -2.374 2.981 -0.02 0.01 0.01
H -2.803 -4.881 0.866 0.01 0.01 -0.09
H -2.528 -6.078 3.040 0.00 0.01 0.00
H -0.900 -5.051 4.679 0.00 0.00 -0.01
C 2.844 2.001 1.092 0.08 0.03 -0.05
N 3.980 2.885 0.808 0.00 -0.02 -0.03
C 5.157 2.055 0.559 -0.08 0.00 -0.06
N 4.961 1.132 -0.568 -0.02 0.02 0.02
C 3.797 0.292 -0.269 0.01 0.04 -0.03
N 2.578 1.073 -0.030 -0.13 0.05 0.01
C 2.326 1.878 -1.242 0.07 0.01 0.03
N 3.450 2.760 -1.567 0.02 0.00 0.02
C 3.678 3.640 -0.412 0.00 -0.08 0.01
C 4.643 1.934 -1.755 -0.03 0.00 0.08
H 1.954 2.601 1.267 0.00 0.00 0.00
H 3.055 1.418 1.988 -0.01 -0.02 -0.01
H 5.377 1.474 1.457 0.00 -0.01 0.02
H 6.012 2.699 0.338 0.01 0.01 0.00
H 4.019 -0.304 0.620 0.01 0.00 0.01
H 3.628 -0.375 -1.118 -0.01 -0.02 0.00
H 1.440 2.486 -1.074 0.01 0.01 0.01
H 2.148 1.199 -2.080 -0.01 -0.02 0.01
H 2.781 4.236 -0.243 -0.01 0.00 0.00
H 4.514 4.306 -0.636 0.02 0.01 0.00
H 5.494 2.581 -1.979 0.01 0.01 -0.01
H 4.480 1.263 -2.601 0.00 -0.01 -0.02
C -1.716 5.778 -1.589 -0.14 -0.06 0.01
C -2.790 4.721 -1.581 0.10 0.05 -0.04
C -3.219 4.144 -2.775 0.02 -0.02 -0.03
C -4.162 3.133 -2.772 0.05 0.06 0.13
Cl -4.628 2.391 -4.283 0.02 -0.02 -0.03
C -4.728 2.688 -1.589 0.00 0.01 -0.06
C -4.322 3.272 -0.403 -0.06 -0.06 0.03
C -3.360 4.271 -0.392 0.04 -0.08 -0.01
O -3.023 4.807 0.828 0.07 0.07 0.11
C -1.714 4.505 1.340 -0.15 -0.05 -0.18
C -1.278 3.086 0.979 -0.08 0.03 -0.14
O -2.078 2.156 1.239 0.10 0.19 0.12
O -0.157 2.938 0.409 -0.31 0.18 0.18
H -1.621 6.220 -2.581 0.00 0.00 0.01
H -0.750 5.347 -1.314 0.02 0.00 0.01
H -1.944 6.568 -0.873 0.02 -0.01 0.00
H -2.801 4.483 -3.715 0.01 -0.01 0.02
H -5.458 1.890 -1.598 0.01 0.01 0.01
H -4.713 2.935 0.548 0.01 0.00 -0.03
H -1.799 4.588 2.423 0.02 -0.01 0.01
H -0.976 5.219 0.979 0.01 0.06 -0.06
```
Positions in Å, forces in eV/Å.

* HOMO: -7.9 eV
* energy: -3809.781076 Eh
* Kohn-Sham gap: 8.11 eV
* energy above the lowest of the compared OMol25 structures with the same formula, charge and spin: 6.3 kcal/mol

No. 2
# C37H45BrEuF4N4O6S2

A structure of composition C37H45BrEuF4N4O6S2 in a non-equilibrium geometry (ωB97M-V/def2-TZVPD, the OMol25 dataset).

Geometry as XYZ:
```
100
Properties=species:S:1:pos:R:3:forces:R:3
Eu 0.170 0.224 -0.602 -0.73 -0.34 0.72
C 4.671 -0.060 -0.806 0.06 0.04 -0.04
C 3.375 -0.169 -1.577 -0.09 0.30 -0.07
O 2.376 0.538 -1.104 0.36 -0.21 0.45
C 3.284 -0.883 -2.718 0.01 -0.32 -0.15
C 1.993 -1.097 -3.369 0.12 0.06 0.25
C 1.916 -0.960 -4.864 -0.08 0.08 0.01
N 0.889 -1.389 -2.772 -0.08 -0.23 -0.27
N 0.917 -1.818 -1.417 1.00 -0.96 -0.30
C 1.688 -2.919 -1.228 -0.39 0.09 -0.09
O 2.400 -3.496 -2.056 0.03 0.04 -0.05
C 1.562 -3.582 0.120 -0.20 0.16 0.06
C 2.689 -3.799 0.906 0.06 -0.01 0.00
C 2.591 -4.502 2.098 -0.06 0.04 0.02
C 1.363 -5.010 2.513 -0.05 0.08 -0.08
C 0.235 -4.805 1.727 0.04 0.03 0.00
C 0.336 -4.087 0.539 -0.08 -0.02 0.09
H 5.199 -1.016 -0.795 0.01 0.09 -0.03
H 5.330 0.698 -1.244 -0.05 -0.04 0.06
H 4.443 0.238 0.219 0.01 -0.03 -0.03
H 4.170 -1.344 -3.145 -0.12 -0.05 0.09
H 2.361 -0.020 -5.202 0.02 -0.05 -0.01
H 0.878 -1.027 -5.193 0.05 -0.01 0.01
H 2.480 -1.781 -5.318 -0.01 0.04 -0.01
H 3.647 -3.417 0.566 -0.07 -0.03 0.01
H 3.473 -4.653 2.712 -0.04 0.01 -0.03
H 1.283 -5.552 3.447 0.01 0.00 -0.02
H -0.727 -5.197 2.043 0.07 0.04 -0.02
H -0.541 -3.929 -0.082 0.07 0.04 0.08
C -3.341 -2.596 -2.608 -0.06 0.00 0.02
C -2.078 -1.854 -2.172 -0.45 0.08 0.12
N -2.259 -0.435 -1.783 0.09 0.03 -0.04
C -2.741 0.334 -2.946 0.16 0.09 0.10
C -2.866 1.839 -2.735 -0.05 -0.05 0.02
C -3.189 -0.280 -0.661 0.11 0.10 0.06
C -2.845 -1.110 0.561 0.31 -0.08 0.09
N -1.444 -0.959 0.953 0.10 -0.10 0.17
C -1.072 -1.446 2.147 -0.14 0.04 -0.16
C 0.296 -1.354 2.522 -0.28 -0.18 0.08
F 1.146 -0.883 1.588 0.39 0.08 -0.43
C 0.815 -1.741 3.724 0.03 -0.03 0.07
F 2.134 -1.574 3.949 0.11 0.03 -0.03
C 0.024 -2.292 4.712 -0.04 -0.15 0.23
C -1.302 -2.469 4.370 0.15 0.06 -0.06
F -2.122 -3.056 5.259 -0.18 -0.10 0.18
C -1.840 -2.084 3.162 0.13 0.04 -0.07
F -3.146 -2.385 2.970 -0.23 0.01 -0.06
H -3.088 -3.649 -2.749 -0.03 0.02 -0.02
H -3.737 -2.220 -3.555 0.01 -0.05 0.06
H -4.138 -2.543 -1.860 0.07 -0.04 -0.06
H -1.340 -1.868 -2.964 0.16 -0.03 -0.12
H -1.629 -2.363 -1.325 0.06 -0.05 0.06
H -3.722 -0.050 -3.250 -0.06 -0.06 -0.09
H -2.037 0.142 -3.758 0.02 -0.01 -0.01
H -3.665 2.092 -2.033 0.04 -0.01 -0.05
H -3.111 2.307 -3.695 -0.01 -0.05 0.07
H -1.935 2.271 -2.377 -0.01 0.01 0.00
H -4.215 -0.529 -0.964 -0.10 0.00 -0.04
H -3.174 0.767 -0.370 -0.03 0.06 -0.02
H -3.085 -2.163 0.371 -0.04 -0.04 0.03
H -3.524 -0.771 1.345 -0.11 -0.02 0.10
H 0.419 -2.605 5.669 -0.04 0.03 -0.11
O 1.230 1.652 1.075 -0.21 0.35 0.60
S 0.373 2.017 2.283 0.42 0.01 0.09
C 1.451 1.634 3.717 0.05 0.10 0.01
C 2.008 2.948 4.278 0.03 -0.05 -0.10
C 2.041 3.915 3.097 -0.05 -0.08 0.04
C 0.651 3.800 2.493 -0.10 0.07 -0.19
H 2.230 1.007 3.283 -0.02 -0.04 0.02
H 0.881 1.046 4.435 0.01 0.00 -0.03
H 2.990 2.800 4.728 -0.01 -0.03 0.00
H 1.342 3.340 5.051 0.03 -0.01 0.00
H 2.776 3.575 2.363 0.01 0.06 0.00
H 2.286 4.938 3.384 -0.03 0.00 0.02
H 0.526 4.255 1.506 -0.05 -0.07 0.09
H -0.126 4.170 3.171 0.07 -0.01 -0.08
Br -6.047 5.439 3.625 0.02 0.00 0.00
C -4.640 4.769 2.530 0.00 0.05 0.01
C -4.053 5.612 1.600 0.11 -0.08 -0.07
C -3.033 5.112 0.797 -0.08 0.14 0.08
C -2.614 3.794 0.921 -0.10 -0.02 -0.03
C -3.216 2.971 1.869 -0.09 -0.02 0.07
C -4.233 3.456 2.686 0.10 -0.05 -0.09
C -1.514 3.257 0.021 0.12 -0.27 0.13
O -0.921 4.051 -0.719 -0.05 -0.19 0.10
O -1.297 2.007 0.175 -0.12 0.60 -0.58
H -4.387 6.635 1.505 -0.01 0.01 -0.01
H -2.543 5.739 0.061 -0.05 -0.05 0.04
H -2.876 1.944 1.955 -0.02 0.08 -0.01
H -4.705 2.822 3.425 0.02 -0.01 -0.02
C 2.068 3.313 -1.855 -0.04 -0.05 0.08
S 1.572 1.963 -2.935 -0.19 0.80 -0.29
C 1.104 3.088 -4.261 -0.11 -0.17 -0.38
O 0.192 1.519 -2.454 0.36 0.57 -0.54
H 1.287 4.075 -1.875 0.07 -0.07 0.05
H 3.029 3.686 -2.221 -0.09 -0.03 0.03
H 2.176 2.903 -0.856 0.05 -0.03 0.06
H 0.882 2.487 -5.149 -0.01 0.15 0.12
H 1.939 3.764 -4.468 -0.14 -0.12 -0.01
H 0.215 3.638 -3.940 0.13 -0.02 -0.03
```
Positions in Å, forces in eV/Å.

* HOMO (alpha / beta): -4.5 / -4.5 eV
* energy: -6587.700598 Eh
* ⟨S²⟩: 12.010
* Kohn-Sham gap (alpha / beta): 6.62 / 6.63 eV
* multiplicity: 7
* total charge: -1